1.
Molecular formula: C32H68AlClN3O6P
Method: DFT, ωB97M-V with the def2-TZVPD basis set

Each line ends with the Löwdin spin population.
Positions of all 112 atoms, in Å:
Cl -0.681 0.268 4.491  0.00
P -0.469 -3.261 3.436  0.00
Al 0.386 -1.621 4.967  0.00
O 3.013 3.261 1.790  0.51
O -0.920 -4.619 4.239  0.00
O 0.373 -3.682 2.293  0.00
O -2.400 4.817 -1.557  0.51
O -1.904 -2.702 2.857  0.00
O 2.651 -5.814 -1.887  0.51
N -3.101 5.180 -2.571  0.39
N 1.850 3.676 1.444  0.39
N 1.537 -6.445 -1.953  0.39
C 4.761 -3.304 4.379  0.00
C 0.539 -6.307 0.295  0.02
C 0.531 5.779 1.018  0.00
C 0.603 -4.301 -1.194  0.00
C 3.008 -1.625 3.520  0.00
C -1.936 3.336 -3.665  0.00
C -4.380 3.158 -3.129  0.02
C -3.256 4.091 -3.591  0.03
C -3.919 6.891 -1.021  0.00
C 1.772 -8.380 -0.447  0.02
C -0.946 -6.139 -1.739  0.00
C 1.355 2.510 -0.656  0.02
C -5.668 3.896 -2.766  0.00
C 0.990 2.611 0.827  0.03
C -5.405 5.005 -1.747  0.02
C 2.365 -1.436 4.905  0.00
C 2.953 5.859 1.517  0.00
C 0.636 -7.827 0.411  0.00
C 1.869 5.041 0.824  0.03
C -0.504 2.914 0.998  0.00
C 2.201 4.888 -0.666  0.02
C 2.993 -8.291 -2.634  0.00
C 1.696 -7.936 -1.914  0.03
C 4.478 -2.081 3.511  0.00
C -4.792 6.885 -3.323  0.00
C 0.433 -5.815 -1.150  0.03
C -4.309 5.983 -2.183  0.03
C 0.547 -8.651 -2.646  0.00
C 1.259 1.293 1.539  0.00
C 1.326 3.857 -1.375  0.00
C 2.741 -0.054 5.484  0.00
C -3.547 4.656 -4.994  0.00
H 0.810 -8.092 1.455  0.00
H 4.709 -3.055 5.441  0.00
H -3.154 3.970 -5.744  0.00
H -6.142 4.306 -3.663  0.00
H -0.866 3.731 0.379  0.00
H 2.441 0.743 4.800  0.00
H 0.065 5.496 1.961  0.00
H -1.071 2.026 0.714  0.00
H -4.030 2.600 -2.255  0.00
H 2.256 0.134 6.446  0.00
H 2.727 -8.044 -0.033  0.00
H -0.318 -5.928 0.853  0.00
H -3.057 5.618 -5.140  0.00
H -6.381 3.184 -2.347  0.00
H -1.604 -4.413 4.889  0.00
H 0.297 4.222 -1.461  0.00
H 4.019 -4.085 4.198  0.00
H -4.566 2.428 -3.920  0.00
H -1.122 4.006 -3.949  0.00
H 2.976 -7.929 -3.664  0.00
H -1.257 -7.170 -1.595  0.00
H -3.642 6.322 -0.138  0.00
H 0.911 -9.598 -3.049  0.00
H 2.438 -2.321 2.899  0.00
H 3.826 0.041 5.624  0.00
H 3.097 -9.377 -2.648  0.00
H 2.356 2.075 -0.744  0.00
H 0.584 0.534 1.142  0.00
H 2.948 6.868 1.100  0.00
H 1.067 1.378 2.607  0.00
H 0.716 6.853 1.047  0.00
H -4.609 4.775 -5.199  0.00
H -5.105 4.552 -0.798  0.00
H -1.678 2.869 -2.718  0.00
H -4.771 7.526 -0.773  0.00
H -6.319 5.574 -1.554  0.00
H 3.939 5.427 1.374  0.00
H -0.735 3.130 2.042  0.00
H -2.299 -2.083 3.489  0.00
H 1.523 -3.985 -0.711  0.00
H 2.101 5.869 -1.142  0.00
H -0.973 -5.915 -2.807  0.00
H 2.971 -0.653 3.016  0.00
H 5.761 -3.699 4.192  0.00
H 0.183 -8.053 -3.482  0.00
H -0.226 -3.842 -0.655  0.00
H -5.537 7.576 -2.928  0.00
H 1.687 3.728 -2.399  0.00
H 1.417 -5.850 0.757  0.00
H 2.753 -2.177 5.613  0.00
H 2.761 5.924 2.589  0.00
H -0.294 -8.883 -1.997  0.00
H 5.147 -1.260 3.789  0.00
H 4.733 -2.334 2.476  0.00
H -5.259 6.347 -4.142  0.00
H 3.250 4.592 -0.760  0.00
H 2.280 0.947 1.395  0.00
H -3.078 7.530 -1.294  0.00
H 0.663 1.808 -1.130  0.00
H -2.018 2.552 -4.420  0.00
H 1.779 -9.474 -0.422  0.00
H -1.684 -5.510 -1.242  0.00
H -3.965 7.473 -3.724  0.00
H -0.313 -8.297 0.134  0.00
H -0.130 -2.062 6.436  0.00
H -0.181 5.599 0.215  0.00
H 0.606 -3.942 -2.226  0.00
H 3.860 -7.864 -2.137  0.00

Cartesian forces (eV/Å) of the 2 atoms listed first:
-0.082 -0.143 -0.084
0.098 0.258 -0.304

Output
HOMO (spin up / spin down), eV: -5.3 / -5.3
Spin multiplicity: 4
Total charge: -1
Orbital gap (spin up / spin down), eV: 7.232 / 7.070


2.
Molecular formula: C58H48IN4O4P3SSe2W
Method: DFT, ωB97M-V with the def2-TZVPD basis set

Each line ends with the Löwdin charge.
Positions of all 122 atoms, in Å:
W 0.167 0.692 0.362  0.94
I 2.175 2.543 0.649  1.31
Se -1.220 1.773 2.014  0.50
Se -0.893 -3.407 5.175  0.41
S 2.752 -1.036 1.877  0.69
P -2.396 -0.041 2.801  0.87
P -0.553 2.131 -1.546  0.97
P -1.833 -3.906 3.362  0.54
O 1.051 -0.340 -1.032  -0.29
O 2.132 1.218 -2.196  0.02
O 1.377 -0.465 1.817  -0.51
O 2.774 -2.416 2.211  -0.22
N -0.650 -3.126 0.996  0.06
N 3.459 -0.726 0.422  -0.14
N -0.382 -2.109 0.248  -0.03
N -0.972 -1.008 0.742  -0.25
C -1.407 -2.721 2.049  -0.37
C 5.821 2.860 5.311  -0.03
C -2.257 2.769 -1.260  -0.40
C -1.849 -7.872 2.462  -0.06
C -4.710 4.066 -1.009  -0.07
C 2.060 0.079 -1.786  -0.60
C -4.146 0.059 2.429  -0.33
C -4.322 -3.760 4.587  -0.11
C 3.130 -0.964 -1.995  -0.05
C -1.029 -0.703 -5.137  -0.05
C -3.642 -3.873 3.381  -0.40
C -3.604 4.533 -0.308  -0.06
C 3.984 5.669 -1.603  -0.05
C -0.754 -0.120 4.954  -0.17
C -5.711 -3.793 4.597  -0.05
C 3.667 1.833 4.515  -0.01
C -2.386 3.891 -0.438  -0.15
C -6.411 -3.947 3.409  -0.09
C 2.956 0.937 3.737  -0.09
C -2.090 -0.122 4.550  -0.39
C -5.729 -4.054 2.201  -0.07
C -1.350 -5.539 2.759  -0.35
C 3.347 -1.718 -0.672  -0.17
C 3.650 0.022 2.954  -0.31
C -4.682 1.137 1.727  -0.08
C -4.965 -0.985 2.870  -0.08
C 1.463 4.314 -1.894  -0.17
C 3.632 4.603 -0.763  -0.16
C 3.087 6.085 -2.537  0.00
C -1.472 -0.142 7.238  -0.04
C 2.425 3.983 -0.911  -0.50
C -0.448 -0.122 6.300  -0.09
C -0.722 1.071 -3.020  -0.36
C -6.046 1.167 1.480  -0.05
C -0.007 -5.788 2.479  -0.10
C -1.539 -1.028 -3.888  -0.05
C -1.621 -1.364 1.897  -0.40
C -3.375 2.285 -1.929  -0.07
C -0.619 4.257 -3.126  -0.09
C 5.063 1.849 4.503  -0.24
C 0.199 3.700 -2.165  -0.27
C -1.375 -0.150 -2.830  -0.12
C -6.322 -0.942 2.606  -0.04
C 0.960 5.944 -3.685  0.00
C -4.345 -4.016 2.184  -0.09
C -0.198 1.383 -4.268  -0.07
C -0.355 0.495 -5.323  -0.05
C -0.517 -8.116 2.172  -0.06
C 0.402 -7.074 2.178  -0.06
C -3.120 -0.122 5.487  -0.06
C -4.595 2.940 -1.807  -0.06
C 5.040 -0.021 2.965  -0.04
C -6.861 0.132 1.913  -0.03
C 1.838 5.441 -2.700  -0.14
C -2.800 -0.146 6.835  -0.05
C -2.271 -6.584 2.759  -0.07
C -0.258 5.375 -3.888  -0.03
C 5.733 0.898 3.732  0.00
H 1.443 -7.269 1.957  0.11
H 4.942 6.156 -1.486  0.12
H 0.348 2.303 -4.423  0.11
H 0.585 -0.132 6.620  0.12
H -3.686 5.411 0.319  0.12
H 2.791 -1.670 -2.756  0.14
H 4.238 -2.341 -0.716  0.13
H 5.495 3.870 5.061  0.09
H -1.149 -1.390 -5.964  0.11
H -6.245 -3.712 5.535  0.12
H -1.580 3.804 -3.332  0.12
H -2.565 -8.683 2.463  0.11
H -6.277 -4.175 1.275  0.12
H 4.034 -0.475 -2.351  0.13
H -4.047 1.950 1.396  0.07
H -5.655 4.589 -0.939  0.11
H 6.892 2.784 5.136  0.08
H -1.234 -0.156 8.293  0.12
H 5.640 2.715 6.377  0.10
H -7.923 0.164 1.708  0.12
H 4.385 -0.331 0.531  0.11
H -0.940 5.758 -4.635  0.12
H -1.516 4.295 0.069  0.10
H 1.874 0.944 3.740  0.09
H 1.279 6.796 -4.271  0.13
H 3.129 2.535 5.140  0.13
H -3.310 -6.404 2.998  0.10
H 0.712 -4.980 2.509  0.10
H 4.317 4.283 0.012  0.09
H -3.758 -3.651 5.507  0.08
H 5.580 -0.787 2.420  0.13
H 6.815 0.871 3.743  0.13
H -6.474 2.007 0.955  0.11
H -7.493 -3.997 3.423  0.12
H -2.057 -1.966 -3.737  0.12
H -5.452 2.570 -2.355  0.12
H -3.590 -0.159 7.573  0.12
H -1.754 -0.418 -1.849  0.09
H -6.956 -1.748 2.949  0.09
H 0.032 -0.149 4.208  0.08
H 2.489 -2.356 -0.466  0.12
H 0.060 0.739 -6.291  0.12
H -4.545 -1.823 3.414  0.07
H -0.191 -9.124 1.951  0.11
H -3.807 -4.111 1.247  0.12
H 3.312 6.928 -3.177  0.13
H -3.299 1.434 -2.591  0.10
H -4.154 -0.096 5.174  0.11

Cartesian forces (eV/Å) of the 2 atoms listed first:
1.321 -0.151 0.706
-0.378 0.660 -0.374

Output
HOMO, eV: -11.5
Total charge: +2
Orbital gap, eV: 4.440
Relative energy (zero: lowest compared OMol25 entry of this formula, charge and spin), kcal per mole: 0.0


3.
Molecular formula: C13H12N2NiS2
Method: DFT, ωB97M-V with the def2-TZVPD basis set

Each line ends with the natural charge from an NBO analysis.
Positions of all 30 atoms, in Å:
Ni -0.032 -0.068 -0.474  0.65
S -0.210 -2.171 -0.859  0.03
S -2.102 -0.228 -1.030  0.01
N -4.279 -2.763 -3.412  -0.35
N -3.147 -4.691 0.545  -0.36
C -3.008 -3.888 -0.274  0.29
C -3.669 -2.846 -2.435  0.29
C 0.900 0.151 1.581  -0.26
C 0.082 2.018 0.314  -0.29
C -0.042 1.168 1.431  0.01
C 1.144 1.921 -0.602  0.08
C 1.282 2.903 -1.731  -0.66
C 1.938 -0.020 0.647  0.00
C -1.867 -1.909 -1.085  -0.21
C 2.058 0.881 -0.427  -0.31
C 2.918 -1.147 0.807  -0.64
C -2.863 -2.901 -1.276  -0.50
C -1.180 1.321 2.396  -0.64
H 0.927 3.888 -1.433  0.23
H 3.043 -1.403 1.858  0.23
H -0.645 2.812 0.186  0.24
H 0.824 -0.525 2.424  0.25
H -0.920 0.911 3.370  0.23
H 2.887 0.777 -1.115  0.24
H -2.060 0.788 2.032  0.25
H 3.888 -0.881 0.392  0.23
H -1.451 2.369 2.518  0.23
H 2.567 -2.042 0.290  0.25
H 0.697 2.585 -2.595  0.25
H 2.321 2.988 -2.043  0.23

Cartesian forces (eV/Å) of the 2 atoms listed first:
0.329 0.431 0.456
0.344 -0.278 0.468

Output
HOMO (spin up / spin down), eV: -7.5 / -7.5
Orbital gap (spin up / spin down), eV: 6.381 / 6.380


4.
Molecular formula: C3H9N3
Method: DFT, ωB97M-V with the def2-TZVPD basis set

Each line ends with the natural charge from an NBO analysis.
Positions of all 15 atoms, in Å:
N -1.420 0.476 -1.626  -0.82
N -0.128 -1.344 -2.070  -0.73
N 1.945 1.515 0.375  -0.65
C 1.200 0.772 1.000  0.44
C -0.407 -0.383 -1.286  0.28
C 0.466 0.099 1.891  -0.69
H 0.873 -0.830 2.255  0.26
H -1.594 -1.438 0.623  -0.01
H -1.679 1.198 -0.972  0.38
H 0.775 -1.773 -1.900  0.34
H -1.059 -1.004 1.126  0.00
H 0.420 0.183 -0.690  0.15
H 2.832 1.816 0.759  0.40
H -0.046 0.664 2.657  0.26
H -2.178 0.048 -2.141  0.39

Cartesian forces (eV/Å) of the 2 atoms listed first:
-0.778 -0.231 0.571
-0.537 -0.795 0.404

Output
HOMO, eV: -9.0
Orbital gap, eV: 9.564
Relative energy (zero: lowest compared OMol25 entry of this formula, charge and spin), kcal per mole: 98.1